Arrangement w

Entry from the OMol25 dataset: a 2-piece molecular cluster, C4H11NSi overall (the ωB97M-V functional and the def2-TZVPD basis).

Calculated values
Frontier orbital gap   8.79 eV
Multiplicity   1

The geometry in XYZ format:
```
17
C4H11NSi, DFT the ωB97M-V functional and the def2-TZVPD basis
C -2.270 1.160 -0.797
C -2.115 0.342 0.259
C 0.932 -2.447 0.146
C 1.112 1.861 0.050
N 1.067 -1.063 -0.095
Si 0.534 0.280 0.900
H -3.221 1.303 -1.244
H -1.357 1.510 -1.225
H -2.889 -0.072 0.844
H 1.156 -2.702 1.153
H -0.113 -2.730 -0.098
H 1.491 -3.061 -0.656
H 2.088 2.101 0.371
H 0.963 1.569 -0.992
H 0.439 2.737 0.281
H 1.091 -0.895 -1.039
H 1.091 0.104 2.142
```

=====

Arrangement x

Entry from the OMol25 dataset: C4H11NSi in the gas phase (the ωB97M-V functional and the def2-TZVPD basis).

Calculated values
Frontier orbital gap   9.92 eV
Multiplicity   1
SMILES   [H]/N=C/[Si](C)(C)C

The geometry in XYZ format:
```
17
C4H11NSi, DFT the ωB97M-V functional and the def2-TZVPD basis
H -0.185 2.206 2.826
N 0.167 1.556 2.159
C -0.517 0.660 1.615
Si 0.033 -0.105 -0.081
C 0.811 1.230 -1.154
C -1.548 -0.867 -0.910
C 1.243 -1.455 0.219
H -1.651 0.556 1.784
H 1.224 2.108 -0.664
H 1.582 0.872 -1.708
H 0.086 1.623 -1.843
H -1.589 -1.136 -1.894
H -1.643 -1.721 -0.219
H -2.448 -0.167 -0.836
H 1.725 -1.417 1.158
H 0.726 -2.390 0.116
H 1.985 -1.552 -0.568
```

=====

The most stable structure shown above is arrangement x; the least stable is arrangement w.